Record 1
A molecular structure, C13H26NSc at a distorted geometry, computed with ωB97M-V/def2-TZVPD.

Positions of all 41 atoms, in Å:
C  1.04  1.98  0.95
H  1.22  2.37  2.00
H  1.87  2.10  0.24
H  1.49  0.87  0.89
C  -0.11  2.94  0.37
H  -0.83  2.36  -0.29
H  -0.77  3.29  1.22
C  0.16  4.25  -0.44
H  -0.81  4.70  -0.68
H  0.73  5.01  0.09
H  0.66  4.08  -1.39
C  -0.72  -2.06  -0.04
C  -1.14  -1.00  -0.93
C  0.07  -0.38  -1.44
C  1.20  -1.02  -0.82
C  0.72  -2.05  0.04
C  1.56  -3.01  0.85
C  2.64  -0.73  -1.13
C  0.13  0.69  -2.46
C  -2.53  -0.60  -1.22
C  -1.62  -2.98  0.73
Sc  -0.26  0.06  0.85
H  3.28  -0.98  -0.29
H  2.99  -1.29  -2.01
H  2.78  0.33  -1.35
H  2.54  -2.58  1.08
H  1.05  -3.24  1.79
H  1.74  -3.98  0.35
H  -2.58  -2.52  0.93
H  -1.83  -3.89  0.13
H  -1.19  -3.32  1.68
H  -2.60  0.42  -1.62
H  -2.94  -1.28  -1.97
H  -3.19  -0.65  -0.34
H  0.92  1.42  -2.30
H  0.31  0.23  -3.45
H  -0.82  1.23  -2.54
N  -1.13  -0.15  2.90
H  -2.10  -0.26  2.66
H  -1.06  0.64  3.56
H  -0.87  -1.00  3.42

As for the energy: -36077.9567 eV. As for the charge: +2.

=====

Record 2
A molecular structure, C19H36N4O7PdSi2Te at a distorted geometry, computed with ωB97M-V/def2-TZVPD.

Positions of all 70 atoms, in Å:
Pd  0.06  -0.69  -0.49
O  -2.66  -1.56  -2.21
C  -2.54  -1.28  -1.01
O  -1.82  -1.93  -0.17
C  -3.14  0.03  -0.54
C  -4.43  0.16  -0.10
C  -4.92  1.43  0.20
C  -4.15  2.55  0.08
C  -2.83  2.40  -0.33
C  -2.28  1.16  -0.69
O  -1.09  1.01  -1.17
N  -2.03  3.64  -0.41
O  -0.82  3.55  -0.26
O  -2.63  4.69  -0.45
N  -6.31  1.57  0.66
O  -6.98  0.56  0.76
O  -6.72  2.69  0.89
H  -5.08  -0.70  -0.01
H  -4.54  3.53  0.31
N  -0.61  -0.16  1.70
C  -0.35  1.21  2.18
C  1.06  1.35  2.74
C  2.14  0.90  1.75
C  2.10  1.68  0.44
N  1.68  0.83  -0.71
H  -1.59  -0.30  1.48
H  -0.38  -0.84  2.42
H  -1.07  1.51  2.95
H  -0.50  1.88  1.34
H  1.16  0.78  3.66
H  1.21  2.40  3.00
H  2.00  -0.16  1.53
H  3.12  0.98  2.22
H  3.07  2.12  0.22
H  1.38  2.49  0.49
H  2.48  0.43  -1.17
H  1.19  1.41  -1.39
C  -3.44  1.05  -4.09
Si  -2.16  0.17  -5.10
C  -2.68  -1.55  -5.55
C  -1.84  1.12  -6.67
C  -0.52  0.16  -4.16
Te  -0.07  -1.57  -3.03
C  2.07  -1.47  -3.38
Si  2.96  -2.85  -2.47
C  4.80  -2.57  -2.53
C  2.54  -4.46  -3.30
C  2.40  -2.88  -0.69
H  -4.37  1.16  -4.64
H  -3.09  2.05  -3.82
H  -3.64  0.49  -3.17
H  -3.48  -1.53  -6.29
H  -3.03  -2.10  -4.67
H  -1.84  -2.11  -5.99
H  -2.74  1.15  -7.29
H  -1.04  0.65  -7.26
H  -1.54  2.16  -6.47
H  -0.49  0.99  -3.45
H  0.31  0.25  -4.86
H  2.42  -0.48  -3.08
H  2.23  -1.58  -4.45
H  5.15  -2.47  -3.56
H  5.34  -3.41  -2.07
H  5.09  -1.66  -1.99
H  2.92  -4.47  -4.32
H  1.46  -4.61  -3.34
H  2.97  -5.31  -2.77
H  3.13  -3.41  -0.06
H  1.44  -3.39  -0.57
H  2.31  -1.87  -0.27

The value obtained for the relative energy (zero: lowest compared OMol25 entry of this formula, charge and spin) is 0.371 eV. Its spin multiplicity is 3.

=====

Record 3
A molecular structure, C21H40Br3ClIN3O4P at a distorted geometry, computed with ωB97M-V/def2-TZVPD.

Positions of all 74 atoms, in Å:
C  1.55  2.97  0.02
C  0.50  2.00  -0.02
N  -0.19  0.63  -0.20
C  -0.94  0.10  1.00
C  -0.07  0.22  2.43
C  -0.86  1.25  3.43
P  0.14  1.83  4.95
O  1.65  1.38  4.90
O  0.03  3.60  4.95
C  0.80  4.16  6.08
C  1.51  5.56  5.51
O  -0.73  1.30  6.37
C  0.17  0.90  7.46
C  -0.77  -0.01  8.50
C  -0.14  -0.09  -1.37
N  0.62  0.59  -2.53
C  -0.40  1.45  -3.31
I  0.07  3.59  -3.30
C  -0.38  0.98  -4.91
C  0.85  1.72  -5.75
N  -0.74  -1.43  -1.65
C  -0.09  -2.58  -0.95
C  1.46  -2.38  -0.47
C  2.56  -2.36  -1.72
Cl  4.32  -2.35  -1.02
C  -2.23  -1.47  -1.71
C  -2.85  -2.80  -2.50
C  -3.45  -2.44  -3.99
O  -4.92  -2.18  -3.99
C  -5.59  -2.97  -5.04
H  2.44  3.75  -0.14
H  -1.39  -0.97  0.90
H  -1.86  0.84  1.16
H  -0.08  -0.85  2.97
H  1.06  0.47  2.25
H  -1.84  0.69  3.79
H  -1.24  2.20  2.82
H  0.09  4.52  6.97
H  1.62  3.44  6.51
H  0.81  6.13  4.75
H  1.75  6.32  6.39
H  2.52  5.32  4.97
H  1.05  0.20  7.15
H  0.51  1.86  8.05
H  -1.37  0.69  9.26
H  -0.09  -0.76  9.09
H  -1.55  -0.67  7.89
H  0.87  -0.16  -3.25
H  -1.49  1.27  -2.92
H  -1.38  1.41  -5.40
H  -0.39  -0.18  -5.05
H  0.52  2.76  -6.23
H  1.18  1.06  -6.68
H  1.84  1.84  -5.10
H  -0.82  -2.92  -0.07
H  -0.10  -3.50  -1.71
H  1.62  -1.48  0.29
H  1.74  -3.35  0.16
H  2.43  -1.46  -2.45
H  2.47  -3.41  -2.28
H  -2.80  -1.41  -0.69
H  -2.59  -0.52  -2.35
H  -3.76  -3.20  -1.85
H  -2.09  -3.69  -2.58
H  -3.27  -3.41  -4.67
H  -2.87  -1.55  -4.50
H  -5.92  -4.04  -4.71
H  -4.95  -3.08  -6.04
H  -6.56  -2.38  -5.35
C  6.39  -2.50  -4.43
Br  6.61  -4.13  -3.40
Br  7.97  -2.09  -5.49
Br  4.78  -2.54  -5.52
H  6.26  -1.68  -3.71

As for the energy: -275104.7528 eV. As for the charge: +1.

=====

Record 4
A gas-phase ion, C5H10NO (charge +1) at a distorted geometry, computed with ωB97M-V/def2-TZVPD.

Positions of all 17 atoms, in Å:
C  0.40  -0.29  0.20
C  -1.56  0.87  -1.09
C  -2.01  -0.46  -0.53
C  0.53  -1.62  0.85
C  1.65  0.71  0.32
N  -0.69  0.08  -0.35
O  1.46  1.89  -0.35
H  -1.39  0.99  -2.17
H  -1.82  1.86  -0.53
H  -2.60  -0.42  0.48
H  -2.05  -1.26  -1.16
H  1.46  -1.52  1.41
H  0.59  -2.46  0.11
H  -0.37  -1.81  1.48
H  1.63  0.74  1.50
H  2.65  0.23  0.05
H  2.14  2.46  -0.22

As for the charge: +1. The value obtained for the relative energy (zero: lowest compared OMol25 entry of this formula, charge and spin) is 3.033 eV. The SMILES is CC(CO)=[N+]1CC1.